1.
This record from OMol25 describes an isolated ion of composition CH4ClN2O and charge +1. The level of theory is ωB97M-V with the def2-TZVPD basis set.

## Properties
frontier orbital gap	0.3684	hartree
energy above the lowest of the compared OMol25 structures with the same formula, charge and spin	1.830	eV
total charge	+1
F_max	0.1107	Eh/bohr
SMILES string	[NH2+]=C(Cl)NO

Last column: Löwdin charge in e.
Geometry (Å):
N -0.8469 0.8099 0.6813  0.176
C -0.6019 0.3983 -0.5235  -0.676
Cl -1.3460 0.9527 -1.8793  0.913
N 0.4298 -0.8821 -0.5811  -0.025
O 1.0659 -0.8500 0.6128  -0.091
H -0.0741 0.3168 1.2888  0.171
H -1.2822 1.6469 1.0925  0.173
H 1.0248 -0.7431 -1.4901  0.181
H 1.6306 -1.6493 0.7986  0.179


2.
This record from OMol25 describes C29H25CuN9S3 as an isolated structure. The level of theory is ωB97M-V with the def2-TZVPD basis set.

## Properties
frontier orbital gap (alpha / beta)	0.1593 / 0.1480	hartree
total charge	-2
F_max	0.0206	Eh/bohr
2S+1	2

Last column: Löwdin charge in e.
Geometry (Å):
Cu -1.3265 1.0542 0.2198  0.073
C 2.5850 2.0699 5.0330  -0.498
S 0.8770 2.4450 4.5918  0.717
C 0.7180 1.4787 3.0424  -1.174
S 1.9954 1.4275 1.9348  0.451
N -0.4446 0.9051 3.0328  -0.108
N -0.8497 0.2240 1.9155  -0.102
C -1.2115 -0.9803 2.1643  -0.124
C -1.6775 -1.8694 1.1037  -0.281
C -1.9011 -3.2260 1.3595  -0.048
C -2.2526 -4.0581 0.3119  -0.103
C -2.3685 -3.5265 -0.9659  -0.086
C -2.1409 -2.1650 -1.1234  -0.124
N -1.8224 -1.3601 -0.1233  0.102
H 2.9237 2.8348 5.7335  0.008
H 3.1809 2.0957 4.1202  -0.042
H 2.6536 1.0847 5.4963  0.017
H -1.0995 -1.3587 3.1792  0.119
H -1.7848 -3.6081 2.3675  0.100
H -2.4287 -5.1138 0.4876  0.091
H -2.6324 -4.1477 -1.8121  0.087
H -2.2131 -1.6892 -2.0987  0.113
N 6.2506 -8.2105 0.7708  0.128
C 5.6503 -7.2563 0.5514  -0.199
C 4.8911 -6.0632 0.2754  -0.254
C 3.7664 -5.7496 1.0346  -0.031
C 3.0211 -4.6222 0.7576  0.005
C 3.3900 -3.7666 -0.2845  -0.177
C 4.5256 -4.0763 -1.0345  -0.002
C 5.2616 -5.2117 -0.7587  -0.036
N 2.6409 -2.6351 -0.5689  -0.023
C 2.6868 -1.8552 -1.7272  -0.051
C 1.7666 -0.8753 -1.5489  -0.085
N 1.1536 -1.0063 -0.3164  0.100
C 1.6779 -2.0411 0.2392  -0.146
H 3.4750 -6.4061 1.8442  0.118
H 2.1396 -4.4085 1.3439  0.108
H 4.8414 -3.4163 -1.8285  0.104
H 6.1409 -5.4446 -1.3457  0.116
H 3.3403 -2.0746 -2.5531  0.098
H 1.4976 -0.0628 -2.2109  0.092
H 1.4350 -2.3954 1.2298  0.123
N -1.0563 1.5033 -1.5431  0.004
C -0.1345 2.3148 -2.0649  -0.462
C 0.4668 3.4170 -1.3746  -0.062
C 1.4305 4.2067 -1.9690  -0.141
C 1.9028 3.9491 -3.2619  -0.174
C 1.3499 2.8752 -3.9612  -0.167
C 0.3392 2.1058 -3.4079  -0.107
H 0.1413 3.6084 -0.3583  0.088
H 1.8601 5.0288 -1.4031  0.084
H 2.6863 4.5556 -3.7028  0.063
H 1.7026 2.6502 -4.9653  0.074
H -0.0937 1.2771 -3.9597  0.079
C -7.2684 4.5632 -0.5758  -0.063
C -5.8112 4.4150 -0.2209  -0.389
C -4.9387 5.4946 -0.2788  -0.074
C -3.6164 5.2125 0.0335  -0.178
N -3.1793 4.0132 0.3626  0.048
C -4.0903 3.0019 0.4020  -0.824
S -3.5723 1.4233 0.8375  0.585
N -5.4148 3.1981 0.1193  0.066
H -7.5956 5.6046 -0.5226  0.059
H -7.8721 3.9504 0.0939  0.066
H -7.4341 4.1999 -1.5937  0.071
H -5.2673 6.4907 -0.5471  0.080
H -2.8666 6.0020 0.0218  0.096


3.
This record from OMol25 describes the molecule C14H20O3. The level of theory is ωB97M-V with the def2-TZVPD basis set.

## Properties
frontier orbital gap	0.3703	hartree
energy above the lowest of the compared OMol25 structures with the same formula, charge and spin	0.000	eV
F_max	0.0130	Eh/bohr
SMILES string	CCCCCOC(=O)OCCc1ccccc1

Last column: Löwdin charge in e.
Geometry (Å):
C 6.6707 -1.3513 0.6018  -0.123
C 5.7610 -0.1420 0.7964  -0.273
C 4.4116 -0.3318 0.0976  -0.233
C 3.6258 0.9702 -0.0390  -0.169
C 2.4280 0.8514 -0.9799  -0.147
O 1.2212 0.7954 -0.1853  0.033
C 0.0829 0.9361 -0.8783  -0.586
O -0.1067 0.5063 -1.9820  0.154
O -0.8144 1.6455 -0.1595  0.022
C -1.9526 0.9007 0.3146  -0.151
C -2.9723 0.6221 -0.7750  -0.125
C -4.2461 0.0146 -0.2409  -0.224
C -5.4766 0.4883 -0.6882  -0.044
C -6.6685 -0.0634 -0.2351  -0.084
C -6.6403 -1.1110 0.6753  -0.098
C -5.4210 -1.5978 1.1259  -0.085
C -4.2328 -1.0385 0.6754  -0.042
H 6.9576 -1.4651 -0.4446  0.071
H 7.5949 -1.2418 1.1704  0.067
H 6.1848 -2.2710 0.9280  0.072
H 6.2598 0.7424 0.3975  0.105
H 5.5785 -0.0223 1.8658  0.108
H 3.8403 -1.0679 0.6686  0.121
H 4.5970 -0.7575 -0.8923  0.112
H 4.3003 1.7010 -0.4898  0.114
H 3.2888 1.3187 0.9352  0.123
H 2.5143 -0.0533 -1.5806  0.125
H 2.3564 1.7155 -1.6378  0.131
H -2.4099 1.5442 1.0645  0.137
H -1.6118 0.0014 0.8284  0.126
H -3.1903 1.5676 -1.2730  0.125
H -2.5577 -0.0283 -1.5468  0.122
H -5.5025 1.2980 -1.4069  0.110
H -7.6147 0.3168 -0.5939  0.100
H -7.5666 -1.5379 1.0341  0.099
H -5.4016 -2.4218 1.8264  0.101
H -3.2872 -1.4333 1.0229  0.106


4.
This record from OMol25 describes a 3-piece molecular cluster, C34H52Br2F5I2N5O12PS overall. The level of theory is ωB97M-V with the def2-TZVPD basis set.

## Properties
frontier orbital gap	0.2465	hartree
total charge	+1
F_max	0.1914	Eh/bohr

Last column: Löwdin charge in e.
Geometry (Å):
C 5.0317 -0.1349 0.3984  -0.072
C 4.3506 -0.5570 1.8189  -0.260
O 2.9038 -0.4249 1.8214  -0.308
P 2.1157 -1.7752 1.1560  0.734
O 2.0518 -2.8725 2.2547  -0.316
C 0.3456 -1.3685 0.5547  -0.150
C -0.5789 -1.4647 1.8737  -0.186
N -1.7186 -0.5690 1.9740  -0.042
C -2.1759 0.2946 0.8895  -0.147
N -1.4922 1.4109 0.6572  0.019
C -0.2810 1.8534 1.4041  -0.586
Br -0.4115 2.1045 3.3905  0.687
C 0.9706 2.1566 0.8215  -0.595
C 1.2326 2.0449 -0.7441  -0.103
Br 2.4939 2.8031 1.9408  0.789
C -1.9870 2.3334 -0.3909  -0.172
C -1.8824 1.9916 -1.9104  -0.007
C -2.4133 3.0678 -2.8982  -0.032
C -3.0247 4.4040 -2.4264  -0.032
C -3.0970 4.7372 -0.9114  -0.031
C -2.5873 3.6926 0.1016  0.002
N -3.3707 -0.3190 0.4044  -0.054
N -3.9744 -0.0033 -0.7888  0.104
C -4.1036 -1.1330 1.4224  -0.339
C -5.4358 -0.6018 2.1178  -0.589
I -6.9674 -1.9217 3.0231  0.909
C -5.7885 0.7905 2.2716  -0.695
C -4.8384 1.9692 1.7904  -0.165
I -7.6718 1.4459 3.2153  0.790
S -4.4026 -2.7993 0.6966  0.834
O -5.7354 -2.7453 -0.0475  -0.334
O -4.6033 -3.9192 1.7083  -0.316
C -3.1713 -3.4832 -0.4980  -0.318
F -1.8544 -3.6783 0.0046  0.061
F -3.6330 -4.8160 -0.7709  0.080
C -3.0275 -2.8058 -1.9375  -0.329
F -2.5470 -3.8420 -2.8060  0.090
F -4.2092 -2.3590 -2.5364  0.114
F -1.9717 -1.8342 -1.9616  0.056
C -3.0024 -0.9256 2.6289  -0.183
C -3.0824 -1.8002 3.9550  -0.062
C -2.4987 -3.2693 3.9725  -0.340
O -3.5048 -4.1329 4.6169  -0.095
C -1.1607 -3.4645 4.8946  -0.206
N -0.8602 -4.9206 5.0109  -0.017
O 2.9123 -2.3941 -0.2324  -0.268
C 3.8043 -3.4914 0.1113  -0.295
C 3.0718 -4.9468 0.0642  -0.075
H 4.2663 0.2370 -0.3587  0.069
H 5.7863 0.7298 0.5392  0.079
H 5.6617 -1.0056 -0.0242  0.084
H 4.7417 0.2275 2.5729  0.115
H 4.7408 -1.5624 2.1927  0.118
H 0.1266 -2.1911 -0.2237  0.099
H 0.2994 -0.3823 -0.0049  0.055
H 0.1381 -1.2269 2.7545  0.118
H -0.7773 -2.5972 1.9954  0.124
H 0.6591 1.2193 -1.2756  0.062
H 0.8561 3.0400 -1.2024  0.109
H 2.3620 2.0296 -0.9600  0.089
H -1.4112 0.9956 -2.2408  0.105
H -2.3496 2.8491 -4.0148  0.103
H -3.4172 5.1361 -3.2137  0.108
H -3.5091 5.7213 -0.4917  0.110
H -2.6283 3.9359 1.2235  0.112
H -4.1995 0.9885 -0.9349  0.092
H -4.8727 -0.4986 -0.9443  0.119
H -4.9317 2.0637 0.6582  0.075
H -3.7687 1.9431 2.1863  0.062
H -5.2689 2.9632 2.2007  0.077
H -3.3076 0.1184 3.0463  0.143
H -4.1933 -1.8261 4.2751  0.100
H -2.5558 -1.1955 4.7914  0.147
H -2.3206 -3.7602 2.9450  0.130
H -3.8074 -3.6322 5.4169  0.104
H -0.2530 -2.9087 4.4481  0.113
H -1.4314 -3.1061 5.9504  0.129
H -0.8104 -5.3803 4.0934  0.074
H -1.5184 -5.4059 5.6289  0.071
H 4.2978 -3.4077 1.1348  0.100
H 4.6542 -3.5225 -0.6593  0.127
H 1.9559 -4.7576 0.2294  0.071
H 3.5406 -5.5881 0.8961  0.092
H 3.2872 -5.4039 -0.9695  0.081
C 8.8509 6.0555 -0.1253  -0.067
C 9.3815 5.5363 1.1975  -0.208
O 8.3313 5.4346 2.1706  0.038
C 7.5208 4.3765 2.0362  -0.584
O 7.6017 3.5177 1.1904  0.115
O 6.5783 4.4483 2.9937  0.010
C 5.5893 3.4282 2.9006  -0.102
H 8.3125 6.9955 0.0190  0.083
H 9.6679 6.2174 -0.8313  0.082
H 8.1461 5.3511 -0.5729  0.073
H 10.1110 6.2439 1.5985  0.125
H 9.8927 4.5770 1.0805  0.126
H 6.0440 2.4352 2.8682  0.091
H 4.9649 3.5955 2.0198  0.018
H 4.9595 3.4886 3.7899  0.091
C -3.0103 -0.4653 -5.1994  -0.064
C -1.6550 -1.1376 -5.3178  -0.216
O -1.4336 -1.6160 -6.6489  0.042
C -1.0930 -0.6784 -7.5475  -0.586
O -0.9549 0.5019 -7.3274  0.113
O -0.9585 -1.2754 -8.7418  0.007
C -0.6920 -0.3706 -9.8135  -0.040
H -3.8021 -1.1324 -5.5490  0.090
H -3.2125 -0.1843 -4.1626  0.053
H -3.0598 0.4361 -5.8147  0.075
H -1.6256 -2.0113 -4.6620  0.106
H -0.8440 -0.4725 -5.0066  0.122
H 0.1689 0.2641 -9.5928  0.098
H -1.5763 0.2365 -10.0163  0.100
H -0.4652 -0.9620 -10.7011  0.097